No. 1
C20H35ClCuN5O4 | wB97M-V/def2-TZVPD

```
66
Properties=species:S:1:pos:R:3:forces:R:3:lowdin_spin:R:1
Cu -2.542599 -1.200261 4.430287 0.453 -0.977 -0.993 0.00
Cl -1.559759 0.281879 1.093890 1.630 -1.437 1.297 -0.07
O -1.187690 -0.205331 2.394932 -0.601 -0.345 -0.353 -0.02
O -0.618012 1.283656 0.722115 -0.033 0.286 -0.851 0.32
O -1.644328 -0.780681 0.106295 0.077 0.944 0.702 0.33
O -2.843380 0.901954 1.138055 -1.266 0.585 -0.401 0.44
C 0.077008 4.340406 3.519125 0.179 -0.909 -0.169 0.00
C -0.248805 3.162517 4.466559 -0.348 1.296 -0.092 0.00
C 0.731996 2.008106 4.395957 0.952 0.257 -0.029 0.00
C 2.129986 2.514794 4.577433 0.231 -0.382 0.362 0.00
N 3.212381 2.895882 4.716926 -1.038 -0.303 -0.198 0.00
H 1.021857 4.793413 3.819333 -0.137 0.187 0.085 0.00
H -0.718111 5.085275 3.486725 0.123 -0.063 0.101 0.00
H 0.249327 3.962944 2.511185 -0.149 0.088 -0.244 0.00
H -1.271105 2.809567 4.330807 -0.066 -0.158 -0.255 0.00
H -0.248486 3.623366 5.454346 0.115 -0.425 0.318 0.00
H 0.736069 1.470846 3.447570 -0.188 0.282 -0.315 0.00
H 0.477477 1.235854 5.121869 0.350 0.134 0.369 0.00
C -1.426316 -4.293198 -2.976517 -0.014 0.890 -1.097 0.00
C -1.049692 -2.861325 -2.551661 -0.922 -1.319 1.857 0.00
C 0.374808 -2.570247 -2.864521 0.718 1.093 -1.045 0.00
C 1.349170 -3.379377 -2.133334 0.461 -0.511 -0.161 0.00
N 2.148514 -4.023649 -1.607118 -0.643 0.416 -0.051 0.00
H -0.731114 -5.047673 -2.608325 -0.098 0.086 0.115 0.00
H -1.323382 -4.243154 -4.060488 0.005 -0.570 -0.227 0.00
H -2.464063 -4.576660 -2.800905 0.130 0.098 0.362 0.00
H -1.111840 -2.822953 -1.464113 -0.361 0.226 0.232 0.00
H -1.756291 -2.114826 -2.914330 0.226 -0.037 -0.345 0.00
H 0.629106 -1.522619 -2.703578 -0.003 0.094 0.388 0.00
H 0.505056 -2.648858 -3.943861 0.440 -0.492 -0.105 0.00
C 4.052200 3.933346 0.944239 0.778 0.606 -1.403 0.00
C 3.597047 3.688307 -0.500107 -0.191 -0.776 0.431 0.00
C 2.081767 3.578611 -0.591233 -0.780 0.482 -0.315 0.00
C 1.381560 4.883112 -0.591977 0.846 -1.117 0.109 0.00
N 0.902586 5.917036 -0.644002 -0.512 0.795 0.084 0.00
H 5.139911 3.913512 0.876341 0.110 -0.155 0.520 0.00
H 3.702131 3.151111 1.617776 -0.068 0.333 0.138 0.00
H 3.812161 4.961126 1.216546 -0.348 -0.222 0.538 0.00
H 3.978592 2.708627 -0.787790 0.103 -0.056 -0.194 0.00
H 4.003758 4.405284 -1.213286 -0.107 0.114 0.159 0.00
H 1.712197 2.985059 0.244948 -0.038 0.016 0.161 0.00
H 1.734727 3.071553 -1.491535 0.177 -0.031 -0.199 0.00
C -3.136207 0.756595 -4.181641 0.223 -0.242 -0.543 0.00
C -2.491640 0.840344 -2.807554 -0.157 0.406 0.338 0.00
C -0.953704 0.948258 -2.869593 -0.382 -0.169 -0.543 0.00
C -0.487732 2.212897 -3.440269 1.578 4.460 -1.896 0.00
N -0.129071 3.252078 -3.910414 -1.543 -4.551 2.086 0.00
H -3.230185 1.696142 -4.726159 0.365 0.206 0.281 0.00
H -4.146476 0.347601 -4.194969 0.097 -0.188 0.353 0.00
H -2.490728 0.111265 -4.777465 -0.235 -0.157 -0.365 0.00
H -2.692372 -0.068494 -2.240253 -0.207 -0.031 0.011 0.00
H -2.927981 1.681936 -2.269568 0.136 0.004 0.276 0.00
H -0.640790 0.145137 -3.536808 0.244 0.011 -0.172 0.00
H -0.451705 0.741530 -1.924420 -0.135 0.296 0.134 0.00
C -0.552590 -6.078165 0.604163 0.504 -0.392 -0.220 0.00
C 0.449792 -5.200714 1.314557 -0.279 0.402 0.420 0.00
C -0.039778 -3.724952 1.299061 -0.332 -0.321 0.176 0.00
C -1.114085 -3.420864 2.268226 -0.734 -0.109 1.378 0.00
N -1.951040 -3.214513 3.053411 1.151 0.803 -0.731 0.00
H -0.107908 -7.069725 0.519493 -0.346 -0.165 0.069 0.00
H -0.661478 -5.714658 -0.417639 -0.288 -0.010 -0.024 0.00
H -1.517869 -6.134945 1.107268 -0.003 -0.017 -0.069 0.00
H 1.414627 -5.284619 0.814409 -0.062 0.395 -0.087 0.00
H 0.613990 -5.533280 2.339515 -0.050 0.059 0.079 0.00
H -0.528798 -3.545590 0.341566 0.352 0.186 -0.234 0.00
H 0.777308 -3.019593 1.450503 -0.090 0.103 0.001 0.00
```
Positions in Å, forces in eV/Å.

Results
LUMO level (spin up / spin down): -6.026 / -9.747 eV
HOMO-LUMO gap (spin up / spin down): 0.261 / 0.124 Eh
⟨S²⟩: 0.766
Multiplicity: 2
Highest occupied orbital energy (spin up / spin down): -13.1 / -13.1 eV
Charge: +1

***

No. 2
C2H4EuLiO | wB97M-V/def2-TZVPD

```
9
Properties=species:S:1:pos:R:3:forces:R:3:lowdin_spin:R:1
O 0.124700 -0.383087 -1.150292 -0.133 0.128 -1.437 0.03
Eu 1.655487 0.078881 -2.792157 -0.323 -0.296 0.965 7.09
C 0.273711 -0.526477 0.228282 1.109 2.367 0.238 0.23
C -0.335431 0.537588 1.053107 -1.209 -0.549 0.322 0.50
H 0.246186 -1.572504 0.560407 0.504 0.553 0.288 0.02
H -0.694555 1.481377 0.625701 0.412 -0.377 0.108 0.03
H -0.568910 0.283778 2.090195 0.177 0.320 -0.308 0.03
Li -1.843838 -0.291691 -1.348517 0.231 -0.057 0.427 0.03
H 1.142651 0.392135 0.733275 -0.769 -2.088 -0.605 0.04
```
Positions in Å, forces in eV/Å.

Results
LUMO level (spin up / spin down): -9.155 / -9.186 eV
HOMO-LUMO gap (spin up / spin down): 0.161 / 0.321 Eh
⟨S²⟩: 20.016
Multiplicity: 9
Highest occupied orbital energy (spin up / spin down): -13.5 / -17.9 eV
Charge: +2

***

No. 3
C3H6N2O3 | wB97M-V/def2-TZVPD

```
14
Properties=species:S:1:pos:R:3:forces:R:3:mulliken_charge:R:1
C 0.054180 -1.463336 0.260067 -0.086 0.358 -0.084 -0.77
N -0.263290 -0.031978 0.249424 -0.071 0.429 -0.763 -0.34
C -0.633074 0.698850 -0.677730 0.123 -0.788 1.206 0.78
C 1.782540 0.781611 -0.486995 1.176 0.284 -0.647 0.40
N -2.497213 -0.338388 0.395914 -1.188 -0.254 0.192 -0.58
O 1.881966 2.084589 -0.222893 0.152 0.048 0.092 -0.39
O -1.028348 1.521281 -1.384987 0.091 0.018 -0.197 -0.41
O 2.666574 0.010648 -0.685893 -0.138 0.144 0.206 -0.45
H 2.825083 2.350817 -0.245945 -0.184 -0.133 0.034 0.33
H -2.825040 0.595070 0.665691 0.078 0.016 -0.025 0.23
H -2.362015 -0.798555 1.300569 0.049 0.003 -0.021 0.24
H -0.700041 -2.011264 -0.299517 0.020 -0.043 0.018 0.36
H 1.044351 -1.615779 -0.166238 -0.030 -0.045 0.012 0.36
H 0.054325 -1.783566 1.298535 0.008 -0.037 -0.023 0.25
```
Positions in Å, forces in eV/Å.

Results
LUMO level (spin up / spin down): -0.416 / -0.074 eV
HOMO-LUMO gap (spin up / spin down): 0.326 / 0.298 Eh
ΔE to the lowest compared entry with this formula, charge and spin: 579.2 kJ/mol
Highest occupied orbital energy (spin up / spin down): -9.3 / -8.2 eV
Charge: 0

***

No. 4
C3H9N3 | wB97M-V/def2-TZVPD

```
15
Properties=species:S:1:pos:R:3:forces:R:3:mulliken_charge:R:1
H 0.985583 0.823310 -3.160963 -0.291 0.267 -0.082 0.23
N 0.303701 0.289953 -2.624621 1.368 -0.525 -0.109 -0.69
C 0.641149 0.284356 -1.393070 -3.769 1.037 1.323 0.42
N 1.270500 1.372417 -0.696154 0.061 -1.785 -0.735 -0.47
N -0.177237 -0.532867 -0.530031 1.418 0.363 -0.350 -0.35
C -0.201755 -0.227693 0.900795 0.001 -0.107 -0.687 -0.12
C -1.231104 -1.044404 1.665105 1.573 -1.122 2.579 -1.12
H 1.448920 2.111628 -1.360643 0.732 -0.071 0.251 0.22
H 2.027265 1.032396 -0.113733 0.195 0.725 -0.095 0.21
H -1.079666 -0.707334 -0.954900 0.281 -0.113 -0.076 0.26
H 0.848611 -0.310584 1.237166 -0.713 -0.033 0.323 0.18
H -0.579916 0.770194 1.059433 0.641 0.825 -0.075 0.27
H -1.594722 -1.949538 1.195327 -0.925 0.501 -0.703 0.40
H -0.795811 -1.573171 2.564942 0.320 0.638 -0.727 0.27
H -1.865518 -0.338663 2.211347 -0.892 -0.600 -0.838 0.29
```
Positions in Å, forces in eV/Å.

Results
LUMO level: 0.837 eV
HOMO-LUMO gap: 0.352 Eh
SMILES string: [H]/N=C(\N)NCC
ΔE to the lowest compared entry with this formula, charge and spin: 126.6 kJ/mol
Highest occupied orbital energy: -8.7 eV
Charge: 0

***

No. 5
C3H5F6NO4RuS2 | wB97M-V/def2-TZVPD

```
22
Properties=species:S:1:pos:R:3:forces:R:3:lowdin_spin:R:1
Ru 0.708406 0.997156 0.274643 0.025 1.769 -0.510 3.06
C 1.481730 4.848637 -0.181761 -0.774 0.675 -0.207 0.01
H 0.775934 4.920452 -1.023475 0.259 -0.072 0.288 0.00
H 1.000491 5.246100 0.718976 0.125 -0.203 -0.167 0.00
H 2.361366 5.462513 -0.409774 -0.029 -0.534 0.086 0.00
H 1.755347 3.791019 -0.019886 0.294 -0.308 0.055 0.00
H 1.951683 0.628320 1.152724 -0.091 -0.316 0.005 -0.09
F -3.065626 -0.622630 3.113412 1.452 -0.987 -2.275 0.00
C -2.919142 -1.406854 2.013037 -4.620 -0.903 1.427 0.01
F -3.065877 -2.702213 2.410048 1.393 2.461 -1.264 0.00
F -3.932482 -1.112532 1.154862 2.499 -0.273 0.835 0.00
S -1.127108 -1.138063 1.222204 -0.439 -2.066 1.908 0.00
O -0.974909 0.407934 1.194783 0.776 -0.435 -0.312 0.31
O -0.266133 -1.836810 2.132028 -0.664 1.213 -0.856 0.05
N -1.015769 -1.617450 -0.329285 0.438 0.544 0.081 0.26
S 0.517069 -1.654834 -0.875816 1.443 -2.918 0.343 0.00
O 0.840177 -0.209946 -1.330896 -0.084 0.089 1.009 0.30
O 1.459818 -2.237452 0.053539 -0.961 1.364 -1.220 0.05
C 0.812368 -2.738041 -2.521586 0.043 -2.742 -4.071 0.01
F 0.650417 -4.063800 -2.251752 0.067 3.054 0.554 0.00
F -0.031768 -2.404506 -3.532991 1.114 0.088 2.442 0.00
F 2.084006 -2.556999 -2.963035 -2.266 0.497 1.851 0.00
```
Positions in Å, forces in eV/Å.

Results
LUMO level (spin up / spin down): -12.501 / -14.453 eV
HOMO-LUMO gap (spin up / spin down): 0.264 / 0.191 Eh
⟨S²⟩: 6.049
Multiplicity: 5
ΔE to the lowest compared entry with this formula, charge and spin: 88.0 kJ/mol
Highest occupied orbital energy (spin up / spin down): -19.7 / -19.7 eV
Charge: +2

***

No. 6
C15H23N3O4S | wB97M-V/def2-TZVPD

```
46
Properties=species:S:1:pos:R:3:forces:R:3:mulliken_charge:R:1
C -1.857458 3.473470 2.060944 -0.016 0.195 -0.128 -1.06
C -2.164748 3.818833 0.609896 -0.047 -0.190 0.102 -0.55
C -1.843433 2.657982 -0.342965 0.032 0.353 -0.087 -0.86
C -0.371837 2.377364 -0.373437 0.221 0.254 -0.383 0.69
C 0.484535 3.047718 -1.186246 -0.252 -0.040 0.022 -0.50
C 1.896396 2.771307 -1.167663 -0.064 -0.067 0.147 -0.01
O 2.766122 3.287651 -1.831618 0.204 0.102 -0.188 -0.68
N 2.236124 1.783882 -0.221435 0.103 -0.107 0.039 0.01
C 1.320288 1.148018 0.527637 -0.236 0.009 0.352 -0.05
S 1.935703 -0.071860 1.622399 0.131 -0.158 0.243 -0.20
C 0.466504 -0.501710 2.607927 0.197 0.068 -0.198 -0.57
C -0.451272 -1.541574 1.961605 0.173 0.557 0.105 0.61
O -0.543627 -2.670556 2.393986 -0.003 -0.466 0.190 -0.68
N -1.167012 -1.051976 0.938189 -0.238 0.075 -0.387 0.45
C -2.197622 -1.824065 0.282921 0.026 -0.471 0.041 -0.92
C -1.669990 -2.789011 -0.782057 -0.078 0.202 0.070 -0.65
C -0.902943 -2.074931 -1.899020 0.071 -0.118 0.183 -0.50
C 0.497256 -1.697634 -1.469991 -0.403 0.469 -0.290 0.62
O 0.934472 -0.571965 -1.466759 0.054 -0.100 -0.222 -0.59
O 1.187016 -2.775687 -1.119834 0.033 -0.483 0.032 -0.31
C 2.547468 -2.628442 -0.707769 0.596 0.119 0.052 0.00
C 3.414926 -3.615858 -1.469869 -0.408 0.186 0.118 -1.46
N 0.054959 1.420235 0.499705 0.129 -0.060 0.246 -0.08
H -2.111849 4.307601 2.710446 -0.011 0.039 0.113 0.42
H -0.800440 3.251895 2.186567 0.074 -0.036 0.102 0.22
H -2.430833 2.604109 2.376063 -0.029 -0.115 0.081 0.27
H -1.586861 4.695511 0.310819 -0.060 0.039 -0.060 0.34
H -3.224079 4.064820 0.512446 0.012 0.063 -0.049 0.39
H -2.180386 2.916493 -1.347679 -0.027 -0.067 -0.015 0.46
H -2.375328 1.766234 -0.007117 -0.010 -0.058 -0.063 0.03
H 0.136321 3.792957 -1.882141 -0.022 0.076 -0.078 0.53
H 3.211217 1.512135 -0.177364 -0.100 0.115 -0.040 0.23
H -0.072923 0.426184 2.793167 -0.005 -0.027 0.087 0.22
H 0.861301 -0.911669 3.537053 -0.047 0.020 -0.084 0.44
H -0.941055 -0.110376 0.613226 -0.034 -0.123 0.240 -0.06
H -2.710393 -2.410690 1.051921 -0.064 0.122 -0.113 0.43
H -2.905852 -1.123169 -0.165595 -0.009 -0.025 0.042 0.35
H -1.017692 -3.522298 -0.307480 -0.090 -0.061 -0.010 0.35
H -2.524232 -3.315949 -1.209724 0.006 -0.057 -0.002 0.43
H -0.805934 -2.748519 -2.752359 0.009 0.043 -0.043 0.36
H -1.424641 -1.171459 -2.217985 0.090 -0.007 -0.040 0.29
H 2.863127 -1.597137 -0.895097 -0.064 -0.211 0.104 0.24
H 2.583843 -2.826789 0.367986 -0.042 0.079 -0.156 0.27
H 3.382378 -3.404973 -2.535996 0.037 0.003 -0.095 0.34
H 4.441710 -3.536687 -1.125091 0.129 -0.014 0.028 0.40
H 3.060773 -4.629418 -1.302612 0.032 -0.128 -0.006 0.33
```
Positions in Å, forces in eV/Å.

Results
LUMO level: 0.529 eV
HOMO-LUMO gap: 0.344 Eh
SMILES string: CCCc1cc(=O)[nH]c(SCC(=O)NCCCC(=O)OCC)n1
ΔE to the lowest compared entry with this formula, charge and spin: 13.5 kJ/mol
Highest occupied orbital energy: -8.8 eV
Charge: 0